No. 1
A molecular structure, C35H27F6N5O2SSiTi in a non-equilibrium geometry, computed with ωB97M-V/def2-TZVPD.

```
78
Properties=species:S:1:pos:R:3:forces:R:3
Ti 2.092552 -0.360299 -1.728974 -0.81 0.72 0.72
C -7.755465 -1.061094 8.050346 -0.02 -0.01 0.09
O -7.946412 -0.840011 6.677482 0.01 -0.01 0.05
C -6.811410 -0.834405 5.893662 -0.11 0.03 -0.13
C -7.016904 -0.615425 4.526210 0.05 -0.02 0.07
C -5.950761 -0.591361 3.661642 0.09 0.01 -0.17
C -4.627226 -0.783559 4.108432 -0.19 0.01 0.06
C -4.450586 -0.999976 5.475496 0.10 -0.01 0.01
C -5.527463 -1.025778 6.363010 0.10 -0.02 0.07
C -3.532970 -0.750425 3.169198 0.06 0.02 -0.10
N -3.649085 -0.565089 1.865780 -0.19 -0.01 0.12
C -2.390183 -0.607200 1.359618 0.11 0.04 -0.33
C -1.447988 -0.824688 2.373905 0.23 -0.03 0.13
N -2.206520 -0.913062 3.530117 0.03 -0.03 0.07
C -0.066010 -0.906637 2.193509 -0.20 0.01 -0.11
C 0.945883 -1.072858 3.185550 0.14 0.00 0.00
C 2.273111 -1.049645 2.748969 -0.02 -0.04 0.13
C 2.595129 -0.900927 1.417599 0.08 0.00 -0.09
N 1.642734 -0.772686 0.447444 -0.12 -0.16 -0.30
C 0.354611 -0.768457 0.842731 -0.10 -0.02 -0.32
C -0.577118 -0.542115 -0.213235 0.44 -0.15 -0.07
N 0.020282 -0.400439 -1.453891 -0.90 0.08 -0.43
C -0.822704 -0.139180 -2.506115 0.08 -0.02 0.31
C -2.176496 -0.035126 -2.364979 -0.18 0.01 -0.07
C -2.789074 -0.187867 -1.103271 -0.04 0.01 0.01
C -1.963763 -0.443574 -0.004320 -0.10 -0.01 0.09
H -8.740613 -1.034381 8.512573 -0.01 0.01 -0.02
H -7.129107 -0.286814 8.506455 0.01 0.02 -0.03
H -7.297854 -2.036524 8.247932 0.01 -0.01 -0.03
H -8.027941 -0.465994 4.168632 -0.01 0.00 0.01
H -6.098161 -0.422314 2.602583 -0.03 0.00 0.02
H -3.454807 -1.155450 5.872815 -0.02 0.00 0.04
H -5.331087 -1.198023 7.412725 -0.01 0.00 -0.01
H -1.836890 -1.053951 4.449981 -0.05 0.01 0.02
H 0.700649 -1.181944 4.235333 0.00 0.00 0.00
H 3.081510 -1.144919 3.466167 0.00 0.00 -0.01
H 3.618273 -0.842914 1.072516 0.00 -0.02 0.02
H -0.362290 -0.003615 -3.476897 0.05 0.00 0.01
H -2.771016 0.170906 -3.247555 -0.02 0.00 0.02
H -3.858559 -0.101847 -0.968754 0.00 0.00 -0.02
F 8.031439 -4.430965 -3.247803 0.02 -0.01 0.00
C 6.760233 -4.068876 -2.994353 -0.03 0.08 0.01
C 6.428825 -2.734280 -2.823958 0.09 -0.13 0.06
F 7.390454 -1.803171 -2.922010 -0.01 0.02 0.00
C 5.124583 -2.380405 -2.548949 -0.19 0.04 -0.15
F 4.833268 -1.090109 -2.411005 0.50 -0.12 -0.28
C 4.083499 -3.308831 -2.457980 -0.11 0.16 0.03
S 2.424752 -2.852307 -2.162228 0.03 -0.09 -0.05
C 4.460529 -4.638094 -2.636013 -0.02 -0.10 -0.01
F 3.542019 -5.614920 -2.573445 0.02 0.00 0.00
C 5.764927 -5.019988 -2.897415 -0.03 0.01 0.01
F 6.071797 -6.320200 -3.062102 0.01 0.00 0.00
C 1.146876 2.414957 0.285570 0.01 0.06 -0.05
Si 1.461702 3.135016 -1.407496 -0.02 0.10 0.02
C 3.002865 4.225076 -1.310973 -0.02 -0.03 0.01
C -0.022136 4.261634 -1.761908 0.01 -0.03 0.00
N 1.658528 1.916830 -2.595911 -0.18 -0.56 0.12
C 1.795165 2.109835 -3.905939 0.13 -0.36 -0.01
C 1.742908 3.306775 -4.675331 -0.02 -0.03 0.05
C 1.863496 3.294824 -6.056754 0.01 0.02 -0.06
C 2.053937 2.123380 -6.781244 -0.01 0.02 0.08
C 2.145320 0.922884 -6.069298 0.13 -0.07 -0.12
C 2.047756 0.970151 -4.713269 -0.25 0.06 0.30
F 2.132737 -0.218950 -3.986095 0.12 -0.19 -0.34
H 1.035362 3.231614 1.006443 0.01 0.01 0.01
H 1.960001 1.763437 0.607731 0.00 0.07 0.00
H 0.225168 1.828175 0.305463 0.01 0.05 0.00
H 2.915881 4.975755 -0.519639 0.00 0.01 -0.01
H 3.196771 4.740313 -2.255415 0.00 0.00 0.00
H 3.863059 3.587799 -1.091668 0.00 0.00 0.01
H -0.162807 4.969107 -0.938603 0.00 0.00 0.00
H -0.925157 3.648916 -1.834785 0.00 0.00 0.00
H 0.069050 4.832836 -2.687838 0.00 0.01 0.01
H 1.589747 4.247201 -4.162470 0.00 0.00 0.00
H 1.803045 4.238070 -6.590753 0.00 0.01 0.02
H 2.135398 2.132621 -7.859460 0.00 0.00 -0.01
H 2.306123 -0.027012 -6.564580 -0.01 -0.01 0.03
O 3.334599 0.380542 -1.068918 1.37 0.57 0.49
```
Positions in Å, forces in eV/Å.

Output
Highest occupied orbital energy (spin up / spin down)   0.0329 / -0.0754 hartree
Energy relative to the best compared isomer or geometry (same formula, charge and spin)   26.6 kcal per mole
Net charge   -2
Multiplicity   3
LUMO level (spin up / spin down)   3.51 / 3.51 eV
Electronic energy   -106416.571 eV
Expectation value of S²   2.05

Results of the Mulliken charge analysis, in e, for atoms 1 through 4: number 1, Ti, carries 0.70; number 2, C, carries -0.83; number 3, O, carries -0.48; number 4, C, carries 1.10

---

No. 2
A molecular structure, C35H27N3O4PRu in a non-equilibrium geometry, computed with ωB97M-V/def2-TZVPD.

```
71
Properties=species:S:1:pos:R:3:forces:R:3
Ru 0.311359 -1.334802 -0.341012 -2.02 -1.08 0.93
O 2.232208 -1.805847 -2.124311 0.14 0.04 0.08
N 2.240109 -1.990495 -0.752724 0.83 0.50 0.05
C 3.244532 -2.521467 -0.170645 -0.15 0.01 -0.27
C 3.284035 -2.810899 1.258373 -0.04 0.06 -0.05
C 4.551210 -2.940953 1.819307 0.11 0.00 0.05
C 4.702789 -3.146004 3.182765 0.06 -0.01 -0.01
C 3.584745 -3.235041 3.994813 -0.04 -0.01 0.06
C 2.311671 -3.135573 3.443038 0.09 -0.05 -0.03
C 2.146940 -2.936010 2.076240 -0.13 -0.04 0.06
P 0.450600 -2.830027 1.462327 0.47 0.21 -0.70
C -0.220940 -1.356143 2.208636 0.39 0.61 -0.23
C 0.520156 -0.163074 1.920474 -0.29 -0.92 -0.41
C 0.014388 1.081730 2.321663 -0.27 0.04 -0.07
C -1.164797 1.128272 3.019260 -0.25 -0.18 0.11
C -1.889741 -0.057074 3.315766 0.03 0.51 -0.02
C -1.454667 -1.279772 2.884861 0.12 0.03 -0.17
C -0.480631 -4.286998 1.819900 -0.06 -0.18 0.03
C 0.116100 -5.391032 2.434357 -0.13 0.02 -0.03
C -0.660398 -6.501323 2.721139 0.01 -0.07 0.00
C -2.006535 -6.518699 2.383615 -0.03 -0.05 0.01
C -2.593615 -5.430293 1.746801 -0.02 -0.03 -0.02
C -1.832237 -4.316203 1.450935 0.08 -0.05 0.06
H 3.006443 -2.225294 -2.539658 -0.01 -0.13 0.08
H 4.130996 -2.749391 -0.759888 0.01 -0.07 -0.01
H 5.427475 -2.865095 1.184299 -0.05 -0.01 0.05
H 5.694383 -3.235615 3.607828 -0.04 0.00 -0.02
H 3.696655 -3.394065 5.059341 0.00 0.01 -0.02
H 1.444048 -3.229516 4.086438 0.02 0.01 0.00
H 1.529287 -0.216087 1.533100 0.23 -0.01 0.19
H 0.579616 1.983337 2.123819 0.05 -0.04 0.03
H -1.537516 2.080279 3.377141 -0.03 -0.07 0.03
H -2.798657 0.006651 3.902299 0.04 0.05 -0.03
H -2.021553 -2.176442 3.101218 0.06 0.00 0.01
H 1.169476 -5.395021 2.678977 -0.02 0.02 0.02
H -0.210627 -7.357871 3.205298 -0.01 0.00 -0.02
H -2.601964 -7.395177 2.603291 0.00 0.02 0.02
H -3.639796 -5.458833 1.472661 0.02 -0.01 0.00
H -2.287375 -3.481077 0.933101 0.00 -0.03 0.05
O 2.324142 0.972996 -0.484208 -0.39 0.30 -0.31
C 1.333922 1.310821 -1.094556 -0.01 -0.88 0.21
N 1.096413 2.519057 -1.673672 -0.35 0.79 -0.33
C -0.255358 2.646735 -2.176614 0.56 -0.79 0.50
C -0.779318 1.210914 -1.947704 1.48 -0.89 0.77
O -1.868422 0.798539 -2.247852 -0.66 0.18 -0.31
N 0.210203 0.477956 -1.311213 0.19 1.36 -0.58
C -1.121590 3.710865 -1.480419 0.61 -0.29 -1.05
C -2.526693 3.618453 -1.496609 -1.03 0.20 -0.07
C -3.283192 4.587616 -0.866670 -0.10 -0.49 -0.12
C -2.660659 5.671218 -0.252534 -0.28 -0.01 0.02
C -1.267097 5.785163 -0.260217 0.73 -0.24 -0.04
C -0.501261 4.824038 -0.881367 0.19 0.93 0.11
C -0.413209 3.238010 -3.546625 -0.29 0.29 0.94
C 0.482256 4.275191 -3.954519 0.11 0.28 0.02
C 0.356844 4.841327 -5.186701 0.02 0.01 -0.13
C -0.691220 4.429587 -6.039628 -0.01 -0.09 0.17
C -1.589617 3.415390 -5.649325 0.07 -0.01 -0.15
C -1.478432 2.842838 -4.414722 -0.26 0.02 -0.10
H 1.817415 3.217073 -1.722134 0.06 0.02 0.08
H -3.015378 2.790567 -1.993208 0.07 0.00 0.01
H -4.362446 4.507916 -0.866136 0.03 0.01 0.01
H -3.258836 6.439720 0.220963 -0.01 0.03 -0.05
H -0.788814 6.632214 0.214322 -0.01 -0.04 0.03
H 0.575861 4.932887 -0.885247 -0.05 -0.06 0.00
H 1.271794 4.614197 -3.296923 -0.02 -0.06 0.00
H 1.048416 5.608357 -5.508311 -0.03 0.00 -0.03
H -0.817750 4.915812 -6.999471 0.01 -0.02 -0.01
H -2.369609 3.095034 -6.327494 0.01 0.04 0.01
H -2.169014 2.073200 -4.103908 -0.01 -0.04 0.10
O -2.690136 -1.624634 -0.814881 -0.60 -0.33 -0.11
C -1.597379 -1.492113 -0.597246 0.82 0.68 0.62
```
Positions in Å, forces in eV/Å.

Output
Highest occupied orbital energy (spin up / spin down)   -0.5771 / -0.5783 hartree
Net charge   +3
Multiplicity   1
LUMO level (spin up / spin down)   -13.19 / -13.18 eV
Electronic energy   -61234.344 eV

Results of the Mulliken charge analysis, in e, for atoms 1 through 4: number 1, Ru, carries 0.20; number 2, O, carries -0.39; number 3, N, carries 0.13; number 4, C, carries -0.38

---

No. 3
3 unconnected molecules or ions with the total composition C35H27NO6 in a non-equilibrium geometry, computed with ωB97M-V/def2-TZVPD.

```
69
Properties=species:S:1:pos:R:3:forces:R:3
C 1.163758 -8.272030 3.039067 -0.55 -0.13 0.07
C -0.090354 -8.166654 2.207109 0.24 -0.27 0.00
N -0.722147 -9.168580 1.763675 -0.26 0.13 -0.32
C -0.659291 -6.793976 1.974421 0.29 0.04 0.47
C 0.357765 -5.683549 1.830630 -0.48 1.01 -0.60
C -0.331036 -4.355514 1.415511 -0.29 -1.11 -0.39
O 0.693165 -3.549943 0.840078 0.78 0.48 0.59
C 1.828190 -4.317044 0.735824 1.18 0.45 0.06
O 2.951546 -3.866321 0.809604 -1.76 -0.55 -0.50
C 1.347766 -5.752629 0.665943 0.10 0.36 0.55
H 0.939103 -7.910059 4.039132 0.12 0.21 0.19
H 1.451895 -9.310949 3.130537 0.17 -0.20 -0.03
H 1.981678 -7.696755 2.631929 0.24 0.18 -0.05
H -0.261446 -10.038546 2.012579 0.09 -0.11 0.07
H -1.334005 -6.805368 1.127788 -0.09 -0.17 -0.26
H -1.268261 -6.570720 2.851666 -0.18 0.07 0.13
H 0.886683 -5.435940 2.747531 0.17 -0.45 0.31
H -1.055699 -4.584330 0.634347 -0.24 0.10 -0.06
H -0.841723 -3.869801 2.236331 0.15 0.43 0.14
H 2.148798 -6.471374 0.718439 0.18 -0.16 0.02
H 0.750043 -5.863641 -0.232873 0.11 -0.24 -0.40
C 0.247799 -0.181672 1.000900 0.01 -0.01 -0.01
C -0.023641 -0.081488 -0.359445 -0.01 0.00 0.04
C -1.299921 0.235869 -0.791210 0.18 -0.04 -0.05
C -2.313964 0.447933 0.133040 -0.07 0.00 0.09
C -2.046449 0.327573 1.498195 -0.07 0.01 -0.06
C -0.760978 0.020257 1.926824 0.11 -0.03 -0.03
C -3.125982 0.510840 2.508098 0.04 -0.01 0.13
O -2.897129 0.409097 3.694845 -0.01 -0.02 0.00
C -4.499890 0.815752 2.016106 0.03 0.00 -0.11
C -5.533067 0.947159 2.934740 -0.11 0.03 0.05
C -6.812338 1.243648 2.497851 0.00 0.01 -0.05
C -7.065067 1.416870 1.141106 0.02 -0.01 0.05
C -6.040257 1.283927 0.220633 -0.12 0.02 0.01
C -4.756564 0.976970 0.652748 0.06 -0.04 0.07
C -3.671720 0.813077 -0.355126 -0.01 0.04 -0.14
O -3.887546 0.975076 -1.538651 0.00 0.01 0.00
H 1.245882 -0.427678 1.335530 0.02 -0.02 -0.01
H 0.763868 -0.252148 -1.081381 0.02 -0.01 0.00
H -1.516033 0.317194 -1.847035 -0.10 -0.01 0.00
H -0.559383 -0.061650 2.985411 -0.08 0.02 0.04
H -5.327927 0.816235 3.987624 0.09 -0.01 0.01
H -7.616261 1.342369 3.214690 -0.01 0.01 0.01
H -8.064671 1.654130 0.802879 -0.02 0.00 0.00
H -6.228570 1.413966 -0.835479 0.08 -0.02 -0.04
C -0.405221 4.052953 -3.885667 0.03 -0.02 0.03
C -0.284717 3.186494 -2.804158 -0.03 0.03 -0.03
C 0.850905 3.213750 -2.014298 -0.11 -0.07 0.01
C 1.878750 4.100073 -2.308305 0.04 0.09 -0.07
C 1.765320 4.959110 -3.403668 0.06 -0.05 0.08
C 0.617019 4.936677 -4.185320 -0.11 -0.04 -0.03
C 2.867377 5.896191 -3.760074 -0.03 0.09 -0.11
O 2.767034 6.649349 -4.705325 0.00 0.00 0.00
C 4.100103 5.877202 -2.922476 -0.04 -0.08 0.07
C 5.160188 6.708074 -3.261167 0.11 0.06 0.01
C 6.308453 6.712273 -2.488870 -0.01 -0.03 0.04
C 6.401483 5.890675 -1.370309 -0.01 0.03 -0.04
C 5.349760 5.058293 -1.029748 0.12 0.03 0.03
C 4.198542 5.043529 -1.806464 -0.05 0.03 -0.09
C 3.087062 4.122016 -1.437424 0.00 -0.09 0.12
O 3.165622 3.408930 -0.459455 0.01 -0.01 -0.01
H -1.298028 4.034647 -4.495974 -0.02 -0.01 -0.01
H -1.082576 2.492647 -2.575177 -0.04 0.02 0.01
H 0.946468 2.548997 -1.166932 0.07 0.03 0.04
H 0.533507 5.610687 -5.025878 0.08 0.04 -0.01
H 5.078867 7.346216 -4.129458 -0.09 -0.01 -0.03
H 7.134432 7.357326 -2.756460 0.01 0.01 0.00
H 7.298139 5.899618 -0.765432 0.02 0.00 0.01
H 5.414893 4.414692 -0.164120 -0.08 -0.05 0.00
```
Positions in Å, forces in eV/Å.

Output
Highest occupied orbital energy   -0.3579 hartree
SMILES string   [H]/N=C(\C)C[C@@H]1COC(=O)C1.O=C1c2ccccc2C(=O)c2ccccc21.O=C1c2ccccc2C(=O)c2ccccc21
Multiplicity   1
LUMO level   -0.99 eV
Electronic energy   -50509.205 eV

Results of the Mulliken charge analysis, in e, for atoms 1 through 4: number 1, C, carries -1.26; number 2, C, carries 0.60; number 3, N, carries -0.72; number 4, C, carries -0.95

---

Which value of electronic energy does entry 3 give? -50509.205 eV